Computed, not measured: a cluster of 14 separate species, C72H174N10O12 in total, with wB97M-V/def2-TZVPD.

```
268
Properties=species:S:1:pos:R:3:forces:R:3:lowdin_charge:R:1
C 15.731694 14.999087 17.534663 1.287 1.564 -0.334 -0.06
O 14.917153 13.884378 17.701617 -0.731 -0.251 0.245 0.00
C 15.088328 12.795762 16.998706 -0.625 -1.438 -0.638 -0.56
O 15.932728 12.573783 16.161775 -0.665 0.011 0.707 0.13
O 14.063049 11.946174 17.398601 1.321 1.700 -0.431 -0.04
C 13.927657 10.702026 16.761183 0.126 -1.026 0.601 -0.07
H 16.087914 15.271072 16.541069 -0.620 -0.699 -0.647 0.10
H 16.689177 14.919771 18.049477 -0.332 -0.059 0.647 0.07
H 15.135355 15.853895 17.853699 0.303 -0.148 0.429 0.08
H 13.179234 10.712145 15.968804 0.226 0.211 -0.137 0.10
H 13.568683 10.061502 17.566761 -0.194 -0.219 -0.167 0.09
H 14.882810 10.277080 16.452632 -0.044 0.296 -0.341 0.08
C 21.160631 20.984611 18.782006 -0.802 -0.005 -1.328 -0.07
O 21.842064 20.899720 19.975565 1.558 -0.688 2.305 -0.01
C 21.928892 19.722338 20.640321 -1.641 0.113 0.425 -0.57
O 21.375718 18.681327 20.340782 0.897 0.843 -0.038 0.10
O 22.566603 19.964570 21.796926 -0.198 0.466 -0.197 -0.01
C 22.498861 18.992006 22.847964 1.009 -0.757 -0.500 -0.03
H 21.333325 20.080480 18.198209 -0.176 0.201 -0.329 0.09
H 21.498836 21.892402 18.282373 0.331 -0.314 -0.167 0.10
H 20.096106 21.151314 18.946617 -0.225 -0.376 0.120 0.08
H 22.986322 18.086323 22.487107 -0.327 -0.275 -0.005 0.09
H 21.498074 18.761369 23.213094 -0.080 0.305 -0.263 0.08
H 23.152550 19.338166 23.648581 -0.346 0.398 -0.066 0.10
C 21.523165 12.842958 25.552864 -1.334 -1.306 -1.332 -0.03
O 22.153500 13.726091 24.618774 -0.029 0.171 0.584 -0.01
C 21.698461 13.756726 23.362050 0.793 0.027 -2.079 -0.54
O 20.764554 13.187021 22.805948 1.465 1.090 1.750 0.10
O 22.640787 14.539412 22.706455 -0.495 -0.923 0.928 -0.04
C 22.372908 14.930513 21.363680 -1.369 0.199 0.117 -0.05
H 20.488728 13.151353 25.704330 0.083 0.170 0.271 0.09
H 22.019718 12.620767 26.497413 0.571 1.038 -0.323 0.10
H 21.465027 11.885094 25.035938 -0.167 -0.240 0.125 0.09
H 21.657429 15.747233 21.459339 -0.016 0.236 -0.511 0.09
H 21.878478 14.131569 20.811121 0.218 -0.092 -0.058 0.08
H 23.264249 15.290666 20.849963 0.119 -0.277 0.453 0.10
C 12.855567 17.169345 21.198190 -1.326 -1.376 1.447 -0.08
O 12.210861 18.391087 21.028255 -1.059 3.447 0.656 -0.04
C 11.629168 19.084163 22.086651 -1.805 3.057 -2.836 -0.51
O 10.956415 20.139452 21.900131 2.402 -3.847 0.280 0.07
O 11.828921 18.552129 23.257303 0.808 -1.309 -0.226 -0.01
C 10.914463 18.818159 24.280380 -0.664 -0.307 1.806 -0.04
H 13.680878 17.239941 21.906692 0.321 -0.217 -0.467 0.09
H 12.995945 16.674607 20.237143 0.711 0.707 -0.008 0.07
H 12.071817 16.562210 21.651206 0.430 -0.751 0.450 0.09
H 11.190712 18.150290 25.096298 0.488 0.236 0.102 0.08
H 9.901603 18.463401 24.089694 -0.069 0.475 -0.788 0.11
H 10.932032 19.847454 24.638649 -0.030 -0.029 -0.348 0.11
C 19.268891 22.115353 15.740265 0.898 -0.040 0.099 -0.07
C 20.411582 22.071679 14.692908 0.320 -0.352 0.068 -0.23
N 21.561873 21.215253 15.027613 0.283 -0.944 1.727 -0.20
C 21.282622 19.786425 14.893865 0.199 -0.338 -0.482 -0.23
C 22.408885 18.732522 15.215081 -0.754 0.596 -0.007 -0.06
C 22.754404 21.651926 14.350679 -0.238 1.482 -0.162 -0.27
C 23.425143 22.834279 15.043000 1.287 -0.063 -0.290 -0.09
H 19.684317 22.580646 16.634150 -0.047 0.044 0.128 0.05
H 18.904871 21.135907 16.050550 0.086 -0.173 -0.211 0.05
H 18.391534 22.698260 15.459997 0.182 0.055 -0.396 0.07
H 20.084341 21.782627 13.694176 -0.583 -0.177 -0.314 0.11
H 20.850045 23.058866 14.546957 -0.342 0.196 0.267 0.10
H 20.396090 19.597219 15.499138 0.088 -0.313 0.158 0.08
H 20.964613 19.639111 13.861746 -0.172 -0.456 -0.513 0.11
H 22.680512 18.775839 16.269804 0.318 0.122 -0.067 0.07
H 22.084538 17.708544 15.029701 -0.766 0.091 0.149 0.03
H 23.278660 18.748450 14.558322 0.158 0.737 0.183 0.06
H 22.418569 22.039038 13.388672 0.274 -0.029 -0.732 0.11
H 23.527495 20.915487 14.131358 -0.470 -0.423 0.400 0.11
H 24.336989 23.023533 14.476570 0.034 0.371 -0.393 0.07
H 23.866115 22.622281 16.017012 -0.668 -0.214 0.337 0.07
H 22.866095 23.769929 15.053795 -0.191 -0.210 0.153 0.07
C 17.706780 10.567714 22.409222 -0.323 -0.560 -0.478 -0.08
C 17.480542 11.617067 21.334445 -0.430 0.122 0.330 -0.26
N 17.737064 11.125467 19.977294 1.224 0.925 -0.078 -0.15
C 18.085732 12.208921 19.033642 -0.421 0.911 -0.623 -0.22
C 19.304839 13.098197 19.310259 1.001 -1.590 0.660 -0.08
C 16.646206 10.267605 19.502130 1.570 -0.521 0.965 -0.24
C 17.051603 9.435545 18.317251 -0.559 -0.054 -1.736 -0.09
H 18.596408 10.005674 22.125011 0.035 -0.109 0.236 0.08
H 16.842929 9.903013 22.416049 0.158 -0.317 0.231 0.06
H 17.827546 10.976303 23.412501 0.003 0.157 -0.116 0.06
H 16.439048 11.937758 21.357911 -0.454 0.277 0.263 0.09
H 18.051935 12.478286 21.680705 0.369 0.128 -0.905 0.09
H 18.168136 11.871393 18.000493 0.039 -0.647 0.343 0.07
H 17.300835 12.957531 18.925828 -0.987 0.041 0.337 0.09
H 19.304647 13.439978 20.345291 0.006 0.456 -0.154 0.05
H 20.217032 12.508968 19.216398 0.189 -0.398 0.221 0.07
H 19.513582 13.884341 18.584655 -0.832 0.218 0.023 0.05
H 15.700615 10.808595 19.466200 -0.308 0.134 -0.615 0.11
H 16.507935 9.463407 20.224789 -0.108 0.421 0.723 0.11
H 18.028152 8.951781 18.337800 0.047 0.165 0.800 0.08
H 17.064508 9.952465 17.357706 -0.176 0.336 -0.053 0.05
H 16.312629 8.641558 18.209486 -0.048 -0.138 -0.126 0.07
C 18.884147 20.653602 21.830004 0.919 -0.704 -0.910 -0.09
C 18.388670 22.075457 21.812718 -1.107 0.064 0.465 -0.22
N 17.030353 22.277082 21.225667 0.598 -0.629 -0.438 -0.15
C 16.006129 21.410148 21.813568 0.135 0.393 1.358 -0.28
C 14.631154 22.029143 21.712980 0.114 -0.701 -0.870 -0.07
C 17.097970 22.142092 19.749729 -0.039 1.140 0.443 -0.24
C 17.454193 23.517368 19.154856 0.428 -1.123 -0.186 -0.06
H 19.022215 20.219617 20.839701 -0.180 0.225 -0.424 0.04
H 18.279996 19.893097 22.324712 -0.031 0.393 0.584 0.07
H 19.916033 20.672136 22.180680 -0.049 -0.208 0.623 0.07
H 18.394631 22.438383 22.840513 -0.446 0.007 0.211 0.11
H 19.138867 22.727184 21.364875 -0.206 -0.026 -0.621 0.11
H 16.036764 20.370181 21.488541 -0.024 -0.176 -0.362 0.10
H 16.120767 21.382237 22.897170 0.865 -0.190 0.180 0.11
H 13.869514 21.386048 22.153948 0.027 0.002 0.249 0.07
H 14.677240 22.987760 22.229717 -0.363 0.114 -0.493 0.09
H 14.396783 22.036454 20.648501 -0.455 0.853 -0.048 0.05
H 16.126382 21.906229 19.315581 -0.119 -0.399 0.356 0.09
H 17.790772 21.365180 19.426418 0.171 -0.190 0.027 0.08
H 18.181873 24.025365 19.787718 -0.446 0.325 0.160 0.07
H 16.499848 24.019741 18.996970 0.488 0.604 0.095 0.06
H 17.985357 23.361763 18.215839 -0.294 0.165 -0.374 0.05
C 20.015364 15.518160 13.430922 0.285 -0.548 0.341 -0.07
C 21.006260 14.439569 13.927793 -2.181 -0.338 -1.002 -0.28
N 21.045709 14.368743 15.380062 2.189 -0.426 -0.245 -0.15
C 22.419056 14.833316 15.692131 -1.267 0.084 2.000 -0.25
C 22.368491 15.332724 17.131101 0.931 1.082 0.950 -0.09
C 20.895594 12.963155 15.887619 -1.296 0.624 0.270 -0.23
C 19.401875 12.619151 15.874725 -0.126 0.150 -1.615 -0.09
H 19.976656 15.522188 12.341614 0.019 0.110 -0.040 0.07
H 20.298290 16.504847 13.797661 0.033 0.080 -0.042 0.05
H 19.021664 15.288573 13.815559 -0.047 0.072 0.000 0.07
H 20.627872 13.470899 13.601267 0.042 -0.044 -0.549 0.10
H 21.958187 14.609620 13.424799 0.298 -0.198 0.294 0.11
H 23.141091 14.030683 15.541954 0.198 -0.306 0.186 0.11
H 22.759521 15.624640 15.024307 -0.387 0.192 0.108 0.09
H 21.867991 14.781626 17.927265 0.227 -1.163 -0.473 0.05
H 23.373897 15.562856 17.483644 0.208 -0.126 0.194 0.07
H 21.821364 16.258503 17.309110 -0.019 0.437 -0.973 0.05
H 21.257133 12.826973 16.906852 0.244 0.632 0.048 0.09
H 21.449792 12.233220 15.297575 0.164 -0.014 -0.384 0.11
H 19.132919 11.631193 16.248481 0.163 0.185 0.231 0.07
H 19.095244 12.621124 14.828748 0.027 -0.445 -0.391 0.06
H 18.722542 13.411323 16.189495 0.351 -0.023 0.999 0.07
C 15.701041 18.849987 18.500181 0.739 0.519 0.776 -0.05
C 16.691062 18.314109 19.601872 -1.171 0.097 -1.879 -0.21
N 17.555487 17.277035 19.021337 -0.437 -0.489 1.097 -0.17
C 18.654378 17.844865 18.235835 -0.433 0.456 0.018 -0.26
C 18.981990 16.955008 17.098654 0.016 -1.063 -0.652 -0.08
C 18.106174 16.413519 20.076619 -2.078 -1.158 1.025 -0.18
C 17.002556 15.637748 20.993626 0.701 1.481 -1.375 -0.05
H 15.083720 18.097404 18.009643 0.462 -0.349 0.014 0.05
H 16.272744 19.424947 17.771714 -0.214 -0.066 -0.311 0.05
H 14.966273 19.524207 18.940236 0.121 0.260 0.208 0.05
H 17.316582 19.119598 19.986595 -0.214 0.283 0.257 0.08
H 15.996708 17.960309 20.363970 0.624 -0.401 0.298 0.09
H 18.318166 18.782884 17.794050 0.033 0.338 0.320 0.10
H 19.557288 18.013947 18.822568 0.010 0.294 0.408 0.10
H 19.168081 15.946217 17.467170 0.165 -0.161 -0.135 0.06
H 18.118729 16.887950 16.436550 0.039 -0.011 -0.239 0.07
H 19.861743 17.261843 16.532981 -0.016 0.098 -0.032 0.06
H 18.698523 17.016657 20.764697 0.588 -0.092 0.116 0.10
H 18.644258 15.575494 19.633598 0.500 0.509 -0.047 0.07
H 16.354599 16.343939 21.512798 0.208 0.084 0.305 0.04
H 17.517864 15.009928 21.720543 -0.011 -0.069 -0.098 0.05
H 16.310269 15.066686 20.374969 0.319 -0.277 -0.080 0.04
C 13.604793 19.795723 11.808802 -0.101 1.099 -0.038 -0.09
C 14.683494 20.171724 12.836681 0.114 -1.965 -0.741 -0.23
N 14.967114 19.011240 13.706541 -0.659 0.487 1.488 -0.17
C 16.105673 19.169812 14.598224 0.788 -1.146 -1.063 -0.26
C 17.368632 19.214095 13.742577 0.942 0.866 0.588 -0.07
C 13.814410 18.736956 14.573202 -1.920 -1.149 -1.675 -0.24
C 13.745370 17.308710 15.177794 0.909 0.199 1.030 -0.06
H 12.609507 19.860681 12.248464 -0.050 0.001 -0.221 0.06
H 13.693141 18.851874 11.270795 0.420 -0.123 0.447 0.08
H 13.709428 20.582070 11.061276 -0.497 0.048 -0.258 0.07
H 15.575378 20.364054 12.240321 0.127 0.189 0.345 0.10
H 14.372941 21.082311 13.349007 0.048 0.173 0.366 0.11
H 15.997420 19.955648 15.345776 0.103 0.824 -0.197 0.11
H 16.127690 18.277767 15.224236 0.170 -0.204 -0.102 0.09
H 18.285109 19.268848 14.330091 0.001 -0.130 0.435 0.04
H 17.528851 18.370741 13.070861 -0.572 -0.073 0.045 0.08
H 17.424220 20.139176 13.168777 -0.174 -0.041 -0.248 0.06
H 12.952936 18.812545 13.909695 -0.173 -0.212 -0.055 0.09
H 13.569612 19.546027 15.261372 0.570 0.018 0.794 0.10
H 13.803371 16.439912 14.522119 0.246 0.514 -0.679 0.08
H 12.900617 17.047730 15.815274 -0.539 0.826 -0.137 0.06
H 14.567126 17.205392 15.886423 0.272 -0.201 -0.027 0.02
C 15.047711 13.010459 24.442856 0.461 0.257 0.880 -0.08
C 14.766289 14.134987 23.510786 -1.267 0.759 -1.146 -0.23
N 13.351006 14.152025 23.017945 1.943 0.596 -1.935 -0.18
C 12.333336 14.046584 23.979115 -0.749 1.001 1.555 -0.29
C 12.401975 15.210913 24.958191 0.692 0.457 0.531 -0.08
C 13.121150 13.223848 21.921400 -0.094 0.835 -0.561 -0.23
C 13.839372 13.586153 20.627912 0.470 -0.097 -0.423 -0.08
H 16.131198 12.900997 24.396298 0.000 -0.625 0.510 0.07
H 14.509753 12.082356 24.249653 0.292 -0.019 -0.440 0.08
H 14.729366 13.320583 25.438141 0.260 -0.203 0.287 0.07
H 15.043431 15.112945 23.904336 -0.485 0.118 0.858 0.10
H 15.492242 14.172443 22.698569 -0.564 -0.708 -0.665 0.08
H 11.343708 14.210648 23.552705 0.026 -0.558 -0.657 0.12
H 12.349125 13.066381 24.455603 -0.283 -0.253 0.515 0.11
H 12.420209 16.153259 24.410702 -0.166 -0.015 -0.329 0.05
H 11.583529 15.283718 25.674396 -0.080 -0.370 -0.041 0.08
H 13.337246 15.242852 25.517079 0.050 -0.238 0.250 0.06
H 12.046038 13.269991 21.747871 -0.088 -0.236 -0.135 0.11
H 13.372187 12.195083 22.179723 0.038 -0.410 0.140 0.11
H 14.919704 13.465088 20.707366 0.028 -0.220 0.082 0.03
H 13.724219 14.598491 20.240590 -0.402 0.233 0.499 0.06
H 13.528259 12.967640 19.786042 -0.075 -0.320 0.175 0.07
C 15.507004 18.239479 24.946642 -0.876 -0.388 0.966 -0.08
C 16.446911 17.470709 25.855972 1.333 1.451 -0.249 -0.24
N 17.839138 17.961844 25.550809 -0.661 -0.589 0.657 -0.16
C 18.678151 17.889823 26.750958 0.172 0.425 0.107 -0.28
C 20.036124 18.572023 26.675279 0.072 0.359 -0.195 -0.09
C 18.390843 17.198554 24.441525 0.193 -0.791 0.945 -0.23
C 18.696186 15.732844 24.858088 0.717 0.457 -1.232 -0.07
H 14.559371 18.088614 25.463685 -0.644 0.296 -0.564 0.06
H 15.430110 17.845915 23.933072 0.111 -0.098 0.023 0.05
H 15.723994 19.306890 24.906060 0.130 -0.134 0.100 0.07
H 16.287918 17.645259 26.920098 -0.262 0.729 -0.040 0.11
H 16.222488 16.404391 25.829403 0.549 -0.446 -0.665 0.09
H 18.213169 18.441642 27.567909 -0.643 -0.121 -0.124 0.11
H 18.780821 16.864342 27.105851 0.157 -0.283 0.092 0.10
H 20.493173 18.528325 27.663863 0.227 -0.351 -0.059 0.07
H 20.724444 18.202170 25.915333 0.018 -0.257 0.091 0.06
H 19.925350 19.642601 26.502970 -0.230 0.053 -0.276 0.07
H 19.313190 17.653987 24.081038 0.156 0.111 0.126 0.10
H 17.730238 17.221270 23.574815 -0.338 0.022 0.174 0.09
H 18.863933 15.256848 23.891977 -0.066 -0.740 0.163 0.06
H 17.947631 15.211525 25.454740 -0.189 0.169 -0.303 0.07
H 19.641306 15.669489 25.397379 0.051 0.061 0.071 0.06
C 8.812929 19.438931 18.876092 -0.504 0.011 1.047 -0.08
C 9.210725 17.987928 19.149102 1.034 -0.148 -1.398 -0.24
N 9.115025 17.145277 17.921108 -0.764 0.598 -0.794 -0.16
C 9.517607 15.759779 18.109690 0.191 -0.448 1.085 -0.26
C 10.994034 15.517520 18.516426 -0.196 0.565 -0.452 -0.06
C 7.764317 17.226429 17.274881 -0.187 0.252 0.513 -0.25
C 6.577661 16.979109 18.204538 -0.047 -0.662 0.062 -0.10
H 7.733730 19.588456 18.908848 -0.162 -0.166 -0.653 0.06
H 9.267455 19.850569 17.974952 -0.138 -0.248 -0.063 0.08
H 9.113259 20.070038 19.712518 0.498 -0.083 0.100 0.06
H 10.266635 18.014278 19.418286 0.114 -0.090 -0.071 0.09
H 8.737161 17.509551 20.006424 -0.620 0.129 0.193 0.11
H 8.952463 15.324239 18.933711 -0.507 -0.295 0.321 0.10
H 9.225340 15.185593 17.230493 0.318 0.098 -0.153 0.11
H 11.639008 15.956095 17.755007 0.251 0.065 0.096 0.06
H 11.231278 15.947045 19.489734 -0.225 0.353 -0.145 0.03
H 11.285597 14.475878 18.650824 -0.444 -0.233 -0.398 0.07
H 7.602681 16.542412 16.441758 0.834 -0.656 0.158 0.10
H 7.548557 18.141305 16.723021 0.777 0.713 0.524 0.10
H 6.539306 15.915446 18.439585 -0.224 -0.146 -0.008 0.06
H 5.675069 17.247490 17.655543 -0.173 -0.052 0.205 0.07
H 6.579170 17.468863 19.178307 0.162 0.418 -0.238 0.06
C 12.243279 20.985937 18.293892 -0.049 0.242 -0.687 -0.08
C 11.729976 22.397719 17.987770 0.550 -0.004 -0.475 -0.22
N 11.948218 22.761752 16.550864 0.555 -0.147 0.960 -0.17
C 13.372447 22.653896 16.170639 0.402 0.125 0.186 -0.24
C 14.430642 23.521221 16.955717 -1.192 -0.688 -0.135 -0.06
C 11.441970 24.098583 16.268177 -0.448 -0.191 -1.325 -0.27
C 9.900532 24.132950 16.237303 0.095 -0.416 1.003 -0.08
H 11.890680 20.589333 19.245983 -0.026 0.030 -0.097 0.06
H 13.331169 20.936058 18.248070 0.145 0.267 0.440 0.04
H 11.973284 20.344131 17.455269 -0.512 -0.296 0.149 0.08
H 10.682112 22.536177 18.254059 -0.114 -0.399 -0.330 0.10
H 12.236677 23.113075 18.635547 0.334 0.275 0.202 0.10
H 13.694988 21.615380 16.245224 -0.147 -0.119 0.310 0.07
H 13.446097 22.809308 15.094294 -0.124 0.522 -0.067 0.10
H 14.522571 23.102386 17.957836 0.217 -0.079 0.071 0.04
H 15.398960 23.478109 16.457107 -0.044 0.094 0.026 0.07
H 14.105802 24.550193 17.109982 0.128 0.086 -0.327 0.06
H 11.816625 24.373668 15.282242 0.023 -0.102 -0.238 0.11
H 11.882055 24.856828 16.915849 -0.286 0.209 0.511 0.10
H 9.441656 23.236038 15.821273 0.505 -0.183 -0.339 0.07
H 9.420154 24.969858 15.730420 0.428 0.258 0.183 0.07
H 9.589214 24.091193 17.281066 -0.426 0.432 0.027 0.05
```
Forces are in eV/Å.

Calculated values
- Electronic energy: -4297.82865 a.u.
- Largest force on an atom: 4.5 eV/A
- HOMO level: -8.0274 eV
- HOMO-LUMO gap: 8.573 eV